# 1
Below is a 2-piece molecular cluster, C4H5N overall, with properties calculated with wB97M-V/def2-TZVPD.

Element x y z (Å)
C1 -1.013 -0.458 0.292
C2 0.151 -0.222 0.297
C3 2.945 0.549 -0.122
C4 -2.414 -0.249 0.054
N1 2.316 -0.386 0.341
H1 4.021 0.321 -0.047
H2 2.418 1.372 -0.572
H3 -2.949 -1.222 -0.267
H4 -2.393 0.337 -0.839
H5 -3.083 -0.040 0.862

Values from the calculation:
E_HOMO (spin up / spin down), eV: -9.40 / -9.40
Energy, eV: -5712.19319
E_LUMO (spin up / spin down), eV: -0.75 / -0.75
Gap between HOMO and LUMO (spin up / spin down), eV: 8.65 / 8.65
Molar mass, u: 67.1

# 2
Below is the molecule C4H5N, with properties calculated with wB97M-V/def2-TZVPD.

Element x y z (Å)
C1 2.173 -0.104 0.360
C2 1.069 -0.564 0.184
C3 -0.380 -0.597 0.325
C4 -0.923 0.696 -0.141
N1 -1.468 -0.555 -0.653
H1 3.148 0.299 0.527
H2 -0.751 -0.977 1.270
H3 -0.285 1.207 -0.858
H4 -1.441 1.307 0.585
H5 -1.141 -0.713 -1.600

Values from the calculation:
SMILES string: C#C[C@H]1CN1
E_HOMO, eV: -9.24
Energy, eV: -5715.39126
E_LUMO, eV: 1.07
Gap between HOMO and LUMO, eV: 10.30
Molar mass, u: 67.1

# 3
Below is a 2-piece molecular cluster, C4H5N overall, with properties calculated with wB97M-V/def2-TZVPD.

Element x y z (Å)
C1 -0.063 1.488 -0.993
C2 0.929 0.665 -0.849
N1 1.836 -0.004 -0.367
H1 -0.084 2.434 -1.630
H2 -1.092 1.091 -0.719
H3 2.254 -0.808 -0.820
C3 -0.184 -1.851 1.545
C4 -1.022 -0.934 1.412
H4 0.639 -2.542 1.577
H5 -1.841 -0.242 1.382

Values from the calculation:
SMILES string: C=C=N.C#C
E_HOMO, eV: -8.98
Energy, eV: -5714.91599
E_LUMO, eV: 1.04
Gap between HOMO and LUMO, eV: 10.02
Molar mass, u: 67.1

# 4
Below is the molecule C4H5N, with properties calculated with wB97M-V/def2-TZVPD.

Element x y z (Å)
C1 0.685 2.625 -1.115
C2 0.590 1.563 -0.570
N1 0.629 0.370 0.001
C3 -0.417 -0.321 0.100
C4 -0.327 -1.698 0.756
H1 1.038 3.637 -1.378
H2 -1.350 0.000 -0.220
H3 -0.902 -2.290 -0.118
H4 0.767 -2.063 0.820
H5 -0.713 -1.823 1.724

Values from the calculation:
SMILES string: C#C/N=C/C
E_HOMO, eV: -9.32
Energy, eV: -5715.86380
E_LUMO, eV: 0.76
Gap between HOMO and LUMO, eV: 10.08
Molar mass, u: 67.1

# 5
Below is the molecule C4H5N, with properties calculated with wB97M-V/def2-TZVPD.

Element x y z (Å)
C1 0.339 -0.194 2.347
C2 0.196 0.187 1.222
C3 0.254 0.631 -0.141
C4 -0.735 -0.163 -0.980
N1 0.678 -0.583 -0.971
H1 0.267 -0.655 3.297
H2 0.513 1.693 -0.342
H3 -1.089 0.196 -1.980
H4 -1.534 -0.798 -0.511
H5 1.111 -0.313 -1.942

Values from the calculation:
SMILES string: C#C[C@@H]1CN1
E_HOMO, eV: -9.52
Energy, eV: -5715.40387
E_LUMO, eV: 0.98
Gap between HOMO and LUMO, eV: 10.51
Molar mass, u: 67.1

# 6
Below is the molecule C4H5N, with properties calculated with wB97M-V/def2-TZVPD.

Element x y z (Å)
C1 2.167 -0.224 0.258
C2 0.966 -0.219 -0.393
C3 -0.094 0.728 -0.125
C4 -1.388 0.178 -0.020
N1 -2.297 -0.544 0.234
H1 2.381 0.321 1.263
H2 2.935 -0.921 0.000
H3 0.787 -0.985 -1.169
H4 -0.175 1.425 -0.913
H5 0.237 1.196 0.863

Values from the calculation:
SMILES string: C=CCC#N
E_HOMO, eV: -10.27
Energy, eV: -5717.33422
E_LUMO, eV: 0.91
Gap between HOMO and LUMO, eV: 11.18
Molar mass, u: 67.1

# 7
Below is the molecule C4H5N, with properties calculated with wB97M-V/def2-TZVPD.

Element x y z (Å)
H1 0.825 1.598 2.228
N1 0.356 0.834 1.780
C1 0.968 0.212 0.818
C2 0.217 -0.902 0.200
C3 -0.835 -0.243 -1.170
C4 -1.659 0.109 -2.005
H2 1.806 0.722 0.136
H3 1.083 -1.588 -0.099
H4 -0.562 -1.340 0.835
H5 -2.199 0.597 -2.724

Values from the calculation:
SMILES string: [H]/N=C/CC#C
E_HOMO, eV: -10.13
Energy, eV: -5714.50784
E_LUMO, eV: 0.55
Gap between HOMO and LUMO, eV: 10.68
Molar mass, u: 67.1

# 8
Below is the molecule C4H5N, with properties calculated with wB97M-V/def2-TZVPD.

Element x y z (Å)
H1 -2.295 -0.953 -1.353
N1 -1.571 -0.236 -1.400
C1 -0.681 -0.329 -0.528
C2 -0.076 -0.879 0.813
C3 0.355 0.370 0.146
C4 1.187 1.392 0.125
H2 0.165 -1.809 0.152
H3 -0.186 -1.191 1.844
H4 2.024 1.455 0.804
H5 1.078 2.179 -0.604

Values from the calculation:
SMILES string: [H]/N=C1\CC1=C
E_HOMO, eV: -8.84
Energy, eV: -5714.94129
E_LUMO, eV: 0.43
Gap between HOMO and LUMO, eV: 9.27
Molar mass, u: 67.1

# 9
Below is an isolated ion of composition C4H5N2 and charge +1, with properties calculated with wB97M-V/def2-TZVPD.

Element x y z (Å)
N1 1.043 -0.126 0.521
C1 -0.258 0.149 0.330
C2 -1.027 -0.137 -1.164
C3 -2.308 0.249 -0.672
C4 -2.375 0.669 0.518
N2 -1.162 0.645 1.175
H1 1.446 -0.272 -0.425
H2 1.784 0.480 1.071
H3 -0.834 -1.181 -1.346
H4 -0.645 0.658 -1.920
H5 -0.919 0.943 2.111

Values from the calculation:
SMILES string: [NH2+]=C1CC#CN1
E_HOMO (spin up / spin down), eV: -14.34 / -14.33
Energy, eV: -7196.29967
E_LUMO (spin up / spin down), eV: -6.50 / -6.50
Gap between HOMO and LUMO (spin up / spin down), eV: 7.83 / 7.84
Molar mass, u: 81.1
Net charge: +1

# 10
Below is an isolated ion of composition C4H5N2 and charge +1, with properties calculated with wB97M-V/def2-TZVPD.

Element x y z (Å)
C1 2.768 -0.400 0.111
C2 1.841 0.310 -0.052
N1 0.291 0.547 0.083
N2 -0.599 1.433 -0.005
C3 -1.698 0.541 -0.076
C4 -0.643 -0.587 0.082
H1 3.819 -0.705 -0.131
H2 -2.301 0.574 -1.064
H3 -2.319 0.540 0.757
H4 -0.711 -1.026 1.034
H5 -0.448 -1.227 -0.739

Values from the calculation:
SMILES string: C#C[N+]1=NCC1
E_HOMO, eV: -16.49
Energy, eV: -7195.44243
E_LUMO, eV: -6.49
Gap between HOMO and LUMO, eV: 10.00
Molar mass, u: 81.1
Net charge: +1

# 11
Below is an isolated ion of composition C4H5N2 and charge +1, with properties calculated with wB97M-V/def2-TZVPD.

Element x y z (Å)
C1 -1.943 0.674 -0.303
C2 1.260 -0.606 0.110
C3 -0.118 -0.902 0.079
C4 1.801 0.374 -0.926
N1 1.639 0.760 0.419
N2 -1.085 -0.208 -0.125
H1 -1.999 0.850 -1.347
H2 -2.798 0.895 0.325
H3 1.718 -1.414 0.589
H4 -0.273 -2.005 0.246
H5 1.798 1.581 0.934

Values from the calculation:
E_HOMO (spin up / spin down), eV: -11.71 / -15.29
Energy, eV: -7193.14781
E_LUMO (spin up / spin down), eV: -5.65 / -6.94
Gap between HOMO and LUMO (spin up / spin down), eV: 6.06 / 8.35
Multiplicity: 3
Molar mass, u: 81.1
Net charge: +1

# 12
Below is a 2-piece molecular cluster, C4H5N2O2 overall, with properties calculated with wB97M-V/def2-TZVPD.

Element x y z (Å)
C1 1.014 1.048 1.087
C2 -3.261 -0.699 -0.450
C3 1.706 0.467 -0.125
C4 0.652 -0.585 -0.486
N1 -0.220 0.661 1.180
N2 -0.657 -0.170 0.259
O1 -3.000 -0.596 -1.547
O2 -3.765 -0.864 0.585
H1 1.350 1.960 1.690
H2 2.027 1.207 -0.838
H3 2.716 -0.009 0.098
H4 0.592 -0.866 -1.533
H5 0.847 -1.556 0.080

Values from the calculation:
E_HOMO, eV: -1.68
Energy, eV: -11303.34214
E_LUMO, eV: 3.68
Gap between HOMO and LUMO, eV: 5.36
Molar mass, u: 113.1
Net charge: -1

Repeat the second record exactly.
Below is the molecule C4H5N, with properties calculated with wB97M-V/def2-TZVPD.

Element x y z (Å)
C1 2.173 -0.104 0.360
C2 1.069 -0.564 0.184
C3 -0.380 -0.597 0.325
C4 -0.923 0.696 -0.141
N1 -1.468 -0.555 -0.653
H1 3.148 0.299 0.527
H2 -0.751 -0.977 1.270
H3 -0.285 1.207 -0.858
H4 -1.441 1.307 0.585
H5 -1.141 -0.713 -1.600

Values from the calculation:
SMILES string: C#C[C@H]1CN1
E_HOMO, eV: -9.24
Energy, eV: -5715.39126
E_LUMO, eV: 1.07
Gap between HOMO and LUMO, eV: 10.30
Molar mass, u: 67.1